C17H27BrNO3P2S2 | ωB97M-V/def2-TZVPD

Properties
Relative energy (zero: lowest compared OMol25 entry of this formula, charge and spin)   9.706 eV
Net charge   +1
SMILES string   C#Cc1c(CCC)c([PH2]=S)c(Br)[n+](P(C)CC)c1CCCCS(=O)(=O)O
Kohn-Sham gap   6.5 eV
Strongest force on any atom   6.863 eV/A

Positions of all 53 atoms, in Å:
1 C 1.68312 -2.45945 3.38414
2 C 1.20677 -2.06550 2.20928
3 C 0.94880 -1.07300 0.95941
4 C 1.68062 -1.39252 -0.43191
5 C 2.65420 -2.65687 -0.58339
6 C 4.18599 -2.26079 -1.01734
7 C 4.60204 -0.74939 -0.62181
8 C 1.39183 -0.34944 -1.61756
9 P 2.13825 -0.53212 -3.35532
10 S 2.23442 -2.39869 -3.97592
11 C 0.43451 0.90059 -1.31265
12 Br 0.15118 2.21829 -2.80562
13 N -0.22260 1.10496 -0.00713
14 P -1.31788 2.50724 0.35457
15 C -2.84601 2.46904 -0.79668
16 C -0.34181 4.14646 0.05168
17 C 1.22280 3.83551 0.32242
18 C -0.01547 0.18204 1.14503
19 C -0.76484 0.42339 2.56284
20 C -2.32370 -0.10144 2.51115
21 C -2.49713 -1.50015 1.71414
22 C -2.83287 -1.31812 0.13594
23 S -4.61647 -1.58499 -0.30679
24 O -5.54235 -1.66104 0.88616
25 O -4.69616 -2.84552 -1.16559
26 O -5.21483 -0.31680 -1.28928
27 H 1.96761 -2.97620 4.37216
28 H 2.17399 -3.40546 -1.34030
29 H 2.77562 -3.27548 0.39778
30 H 4.39699 -2.44359 -2.13650
31 H 4.92203 -2.96140 -0.44332
32 H 4.12962 -0.37508 0.35574
33 H 4.41169 -0.03972 -1.51662
34 H 5.75957 -0.75941 -0.47151
35 H 3.47536 0.03834 -3.45684
36 H 1.36906 0.16135 -4.37931
37 H -3.58446 1.63535 -0.51379
38 H -2.58974 2.44293 -1.91644
39 H -3.39938 3.48252 -0.62012
40 H -0.57190 4.61109 -0.97294
41 H -0.70768 4.86592 0.88245
42 H 1.36946 2.98096 1.10082
43 H 1.67443 4.77919 0.81413
44 H 1.71800 3.56326 -0.67665
45 H -0.28347 -0.19235 3.42943
46 H -0.69374 1.53051 2.92075
47 H -3.05791 0.70993 2.16016
48 H -2.58359 -0.33569 3.62497
49 H -3.36410 -2.11326 2.17114
50 H -1.49802 -2.08587 1.80146
51 H -2.44452 -0.28810 -0.25063
52 H -2.20216 -2.10579 -0.44718
53 H -4.46520 0.03441 -1.83862

C17H27F6N3O2 | ωB97M-V/def2-TZVPD

Properties
Relative energy (zero: lowest compared OMol25 entry of this formula, charge and spin)   0.000 eV
SMILES string   O=C(NC(NCCCN1CCOCC1)(C(F)(F)F)C(F)(F)F)C1CCCCC1
Kohn-Sham gap   9.4 eV
Strongest force on any atom   0.697 eV/A

Positions of all 55 atoms, in Å:
1 O -0.06142 -0.61253 0.92743
2 C 1.01563 -0.25232 0.51773
3 N 1.24722 1.03576 0.11058
4 C 0.26310 2.10896 0.25743
5 N -1.05400 1.85711 -0.20196
6 C -1.23594 1.39602 -1.57474
7 C -2.70285 1.57445 -1.97828
8 C -3.68243 1.17581 -0.86627
9 N -3.24626 -0.00493 -0.14382
10 C -3.90839 -0.15610 1.14206
11 C -3.28239 -1.33863 1.88322
12 O -3.41437 -2.53049 1.14082
13 C -2.78299 -2.38415 -0.10885
14 C -3.40035 -1.23310 -0.90440
15 C 0.16218 2.49680 1.76764
16 F -0.26558 3.74958 1.93616
17 F -0.67391 1.71259 2.44033
18 F 1.35448 2.40056 2.36937
19 C 0.86528 3.33358 -0.48982
20 F 1.86495 3.89410 0.20354
21 F 1.40674 2.97593 -1.66509
22 F -0.03088 4.27544 -0.74222
23 C 2.21150 -1.17055 0.37579
24 C 2.65890 -1.29182 -1.08554
25 C 3.81755 -2.27997 -1.19291
26 C 4.98216 -1.83940 -0.31091
27 C 4.53335 -1.70882 1.14172
28 C 3.38006 -0.71573 1.25774
29 H 2.19078 1.29615 -0.13411
30 H -1.53496 1.17527 0.38833
31 H -0.61075 1.97992 -2.25106
32 H -0.94923 0.34072 -1.66473
33 H -2.88045 0.98617 -2.87931
34 H -2.88573 2.62131 -2.22050
35 H -4.68848 1.04543 -1.30226
36 H -3.73409 1.99490 -0.14589
37 H -3.76510 0.75387 1.72868
38 H -4.99182 -0.33402 1.01860
39 H -3.78902 -1.50961 2.83429
40 H -2.21950 -1.12557 2.05784
41 H -2.91106 -3.33222 -0.63474
42 H -1.71391 -2.17807 0.04063
43 H -2.88712 -1.13661 -1.86191
44 H -4.46668 -1.45275 -1.09632
45 H 1.87806 -2.15471 0.72143
46 H 2.97981 -0.31910 -1.46573
47 H 1.82138 -1.63047 -1.69910
48 H 4.14270 -2.35081 -2.23240
49 H 3.47952 -3.26972 -0.87928
50 H 5.36081 -0.87679 -0.66258
51 H 5.79533 -2.56349 -0.38352
52 H 5.36721 -1.37455 1.76126
53 H 4.21100 -2.68427 1.51144
54 H 3.04999 -0.64151 2.29562
55 H 3.73002 0.27238 0.94856

C17H27F9N2O12 | ωB97M-V/def2-TZVPD

Properties
Relative energy (zero: lowest compared OMol25 entry of this formula, charge and spin)   2.528 eV
SMILES string   NC[C@H](O)CNC(=O)OC(F)(F)C(F)(F)C(F)(F)C(F)(F)F.COC(=O)OC.COC(=O)OC.COC(=O)OC
Kohn-Sham gap   9.5 eV
Strongest force on any atom   6.044 eV/A

Positions of all 67 atoms, in Å:
1 N 1.27520 3.86741 -3.82090
2 C 0.08101 3.18094 -3.26965
3 C -0.01562 1.61885 -3.60590
4 O -1.38308 1.11595 -3.40722
5 C 0.93977 0.68633 -2.70536
6 N 0.86432 0.96264 -1.24174
7 C 2.17745 1.29362 -0.67454
8 O 2.79450 2.26191 -1.19942
9 O 2.77938 0.64799 0.45048
10 C 3.34868 -0.60730 0.11807
11 F 2.75051 -1.23101 -1.01701
12 F 3.03803 -1.47818 1.21788
13 C 4.95032 -0.61362 0.00653
14 F 5.32613 -1.97152 -0.26508
15 F 5.49550 -0.32319 1.28002
16 C 5.55399 0.26971 -1.18542
17 F 4.71406 0.39904 -2.30821
18 F 6.71461 -0.43571 -1.65007
19 C 6.10900 1.72225 -0.72395
20 F 5.33777 2.33548 0.26757
21 F 6.06384 2.54627 -1.88818
22 F 7.46902 1.57733 -0.38871
23 H 2.14722 3.59367 -3.34833
24 H 1.41995 3.67016 -4.82154
25 H -0.84004 3.67845 -3.76038
26 H -0.02946 3.42155 -2.14615
27 H 0.18558 1.51261 -4.74047
28 H -1.34299 0.13197 -3.32050
29 H 0.68334 -0.43307 -2.84117
30 H 2.00559 0.79063 -3.13834
31 H 0.14627 1.65468 -0.99588
32 C -1.42062 -0.67519 6.76664
33 O -1.15590 -1.51560 5.64401
34 C -0.11550 -1.11952 4.89267
35 O 0.57523 -0.15068 5.09261
36 O 0.02156 -1.99074 3.87955
37 C 1.09866 -1.69144 2.99235
38 H -2.27771 -1.08847 7.29899
39 H -0.56617 -0.66045 7.44690
40 H -1.67249 0.33598 6.44031
41 H 2.05293 -1.71697 3.52230
42 H 0.94692 -0.72057 2.51621
43 H 1.11462 -2.45673 2.21680
44 C -6.87146 1.78785 8.32348
45 O -7.35457 1.18758 7.12308
46 C -6.44056 0.45283 6.46850
47 O -5.29714 0.27533 6.80993
48 O -7.02190 -0.04982 5.36757
49 C -6.15984 -0.85889 4.56879
50 H -7.69144 2.35440 8.76577
51 H -6.55535 1.02340 9.03654
52 H -6.05219 2.47696 8.10731
53 H -5.81534 -1.72844 5.13264
54 H -5.31230 -0.27494 4.20343
55 H -6.73329 -1.20932 3.71019
56 C -1.94610 -0.88081 -7.20187
57 O -1.16128 -1.99927 -7.61371
58 C -0.17098 -2.31885 -6.76584
59 O 0.08680 -1.75254 -5.73136
60 O 0.48225 -3.37786 -7.26917
61 C 1.57029 -3.83072 -6.46492
62 H -2.71228 -0.71467 -7.95958
63 H -2.44033 -1.08616 -6.24989
64 H -1.32944 0.01785 -7.13098
65 H 1.21606 -4.15354 -5.48354
66 H 2.32691 -3.04946 -6.36479
67 H 2.02212 -4.68634 -6.96736

C17H27IO8 | ωB97M-V/def2-TZVPD

Properties
SMILES string   CCOCC[C@@]1(CC)OC(=O)O[C@@H]1I.O=C1CCCO1.O=C1CCCO1
Kohn-Sham gap   9.8 eV
Strongest force on any atom   1.035 eV/A

Positions of all 53 atoms, in Å:
1 C 4.17056 0.16658 -1.09592
2 C 4.19442 1.45758 -1.93244
3 O 2.94579 2.12509 -2.00941
4 C 2.07873 1.67060 -3.02474
5 C 0.61580 1.55544 -2.58081
6 C 0.33555 0.71212 -1.32363
7 C 0.64367 -0.75828 -1.57199
8 C -0.43925 -1.43976 -2.42074
9 O 0.98729 1.30255 -0.17120
10 C 0.27983 2.42563 0.08855
11 O 0.65508 3.38244 0.68344
12 O -0.98817 2.30788 -0.44244
13 C -1.10846 0.95133 -0.85284
14 I -1.54619 -0.13345 1.00582
15 H 3.19359 0.00985 -0.64334
16 H 4.88885 0.24618 -0.27691
17 H 4.45596 -0.71022 -1.68135
18 H 4.88355 2.16640 -1.46975
19 H 4.58000 1.26350 -2.94088
20 H 2.08729 2.42409 -3.82470
21 H 2.41848 0.73236 -3.47675
22 H 0.09293 1.05557 -3.40371
23 H 0.18081 2.55364 -2.51643
24 H 1.61904 -0.85230 -2.05497
25 H 0.73483 -1.28041 -0.61648
26 H -1.16552 -1.93521 -1.77394
27 H -0.02266 -2.19903 -3.08320
28 H -0.98979 -0.73364 -3.04577
29 H -1.91392 0.74279 -1.54552
30 O -2.55463 -3.60373 -1.71030
31 C -3.64466 -3.32256 -1.30573
32 C -4.43302 -3.98747 -0.19539
33 C -5.84607 -3.45080 -0.41884
34 C -5.56594 -2.09546 -1.05738
35 O -4.34488 -2.27431 -1.79917
36 H -4.01445 -3.66402 0.75910
37 H -4.36046 -5.06811 -0.27541
38 H -6.44646 -3.37838 0.48517
39 H -6.37551 -4.09055 -1.12587
40 H -5.40249 -1.31251 -0.31396
41 H -6.34306 -1.77231 -1.74517
42 O 2.26454 -0.04183 6.74105
43 C 2.12137 0.74949 5.85716
44 C 0.93199 0.90745 4.92714
45 C 1.49557 1.76901 3.79914
46 C 2.57402 2.56191 4.52436
47 O 3.05392 1.68671 5.56205
48 H 0.13532 1.41319 5.47536
49 H 0.58173 -0.06555 4.59415
50 H 0.76209 2.40041 3.30374
51 H 1.95261 1.13092 3.04121
52 H 2.17980 3.46581 4.99370
53 H 3.41059 2.83337 3.88588

Per-record E, eV: -135971.3843; -42939.0184; -70071.3781; -42547.5415
Per-record HOMO energy, eV: -11.5648; -8.7433; -9.5455; -9.7952